Entry from the Open Molecules 2025 dataset: an isolated molecule of C6H8N2O in a non-equilibrium geometry (wB97M-V/def2-TZVPD).

Element x y z (Å)
H (1.889, -0.762, -1.628)
N (1.691, -0.485, -0.744)
C (0.478, -0.234, -0.478)
C (-0.587, -0.253, -1.553)
C (-0.076, 0.110, 0.897)
C (-0.007, 1.607, 0.694)
C (0.176, 2.766, 0.492)
O (0.481, 3.948, 0.053)
N (-0.503, -0.774, 1.735)
C (-0.327, -2.181, 1.411)
H (-1.598, -0.319, -1.104)
H (-0.676, 0.615, -2.051)
H (-0.432, -1.093, -2.285)
H (0.467, 4.658, 0.814)
H (-1.313, -2.672, 1.146)
H (0.130, -2.285, 0.377)
H (0.206, -2.646, 2.225)

- energy relative to the best compared isomer or geometry (same formula, charge and spin) (eV) = 4.8279
- total charge = 0
- multiplicity = 1
- HOMO (eV) = -9.00
- Kohn-Sham gap (hartree) = 0.3404
- SMILES = [H]/N=C(C)/C(C#CO)=N\C



Entry from the Open Molecules 2025 dataset: an isolated molecule of C3H8N2S in a non-equilibrium geometry (wB97M-V/def2-TZVPD).

Element x y z (Å)
C (1.492, -0.723, -0.162)
C (1.238, 0.431, 0.842)
C (-2.048, -0.059, -0.981)
N (0.675, -1.880, 0.078)
N (-0.130, 0.878, 0.749)
S (-1.291, -0.349, 0.679)
H (1.268, -0.334, -1.124)
H (2.501, -0.938, 0.072)
H (1.520, 0.068, 1.884)
H (1.951, 1.348, 0.544)
H (-1.473, -0.242, -1.969)
H (-2.607, 0.898, -0.983)
H (-2.895, -0.776, -1.101)
H (-0.201, 1.678, 1.472)

- energy relative to the best compared isomer or geometry (same formula, charge and spin) (eV) = 5.6974
- total charge = 0
- multiplicity = 1
- HOMO (alpha / beta) (eV) = -8.28 / -8.18
- Kohn-Sham gap (alpha / beta) (hartree) = 0.3054 / 0.3065



Entry from the Open Molecules 2025 dataset: a cluster of 2 separate species, C11H15N3 in total in a non-equilibrium geometry (wB97M-V/def2-TZVPD).

Element x y z (Å)
C (-2.570, -0.907, -0.416)
C (1.903, -3.008, -0.932)
C (1.179, -2.337, -1.899)
C (1.714, -2.638, 0.401)
C (0.273, -1.404, -1.547)
C (0.699, -1.709, 0.769)
C (-0.076, -1.150, -0.261)
C (-0.547, 2.725, 1.361)
C (1.395, 2.120, -0.030)
C (-0.806, 1.448, -0.723)
C (-1.329, -0.423, 0.035)
N (-3.683, -1.173, -0.639)
N (-1.450, -0.040, 1.466)
N (-0.021, 2.134, 0.137)
H (2.436, -3.880, -1.218)
H (1.532, -2.551, -2.924)
H (2.336, -3.008, 1.221)
H (-0.357, -1.001, -2.333)
H (0.254, -1.319, 1.716)
H (-0.263, 3.855, 1.359)
H (-1.678, 2.601, 1.248)
H (-0.142, 2.154, 2.215)
H (1.722, 1.787, -1.066)
H (1.841, 3.194, 0.061)
H (1.807, 1.406, 0.791)
H (-0.534, 1.361, -1.812)
H (-1.884, 1.826, -0.647)
H (-1.769, -0.827, 1.943)
H (-1.980, 0.762, 1.724)

- energy relative to the best compared isomer or geometry (same formula, charge and spin) (eV) = 3.6228
- total charge = 0
- multiplicity = 1
- HOMO (eV) = -7.63
- Kohn-Sham gap (hartree) = 0.3038



Entry from the Open Molecules 2025 dataset: a cluster of 3 separate species, C4H12N3 in total in a non-equilibrium geometry (wB97M-V/def2-TZVPD).

Element x y z (Å)
C (3.795, -0.147, 0.444)
C (1.487, 0.076, -0.004)
C (-2.178, -1.042, -0.504)
C (-2.792, -0.311, 0.449)
N (0.516, -0.741, 0.250)
N (-3.235, 0.995, 0.285)
N (1.467, 1.142, -0.770)
H (4.146, 0.742, 0.943)
H (3.914, -1.042, 0.916)
H (3.994, -0.426, -0.536)
H (-2.240, -2.086, -0.646)
H (-2.393, -0.638, -1.557)
H (-2.843, -0.650, 1.456)
H (0.605, -1.549, 0.785)
H (-0.554, -0.501, -0.106)
H (-3.146, 1.289, -0.630)
H (-3.378, 1.572, 1.048)
H (0.614, 1.582, -0.956)
H (2.220, 1.736, -0.867)

- energy relative to the best compared isomer or geometry (same formula, charge and spin) (eV) = 5.1987
- total charge = +1
- multiplicity = 1
- HOMO (eV) = -12.34
- Kohn-Sham gap (hartree) = 0.3011



Entry from the Open Molecules 2025 dataset: a structure of composition C27H68O18P4Tl in a non-equilibrium geometry (wB97M-V/def2-TZVPD).

Element x y z (Å)
Tl (-1.930, -0.412, 0.061)
C (-3.759, -4.249, -0.206)
O (-3.345, -2.937, -0.507)
H (-3.287, -4.619, 0.704)
H (-4.831, -4.299, -0.012)
H (-3.516, -4.996, -0.961)
C (-3.076, 4.707, 0.461)
C (-2.169, 3.531, 0.809)
O (-2.767, 2.268, 0.873)
H (-3.420, 4.694, -0.573)
H (-2.441, 5.589, 0.542)
H (-3.929, 4.782, 1.135)
H (-1.633, 3.859, 1.699)
H (-1.416, 3.518, 0.021)
C (-0.366, -6.810, 3.207)
C (-0.635, -5.375, 2.708)
O (0.568, -4.651, 2.652)
P (0.559, -3.030, 2.528)
O (-0.242, -2.408, 1.483)
O (0.185, -2.522, 4.082)
C (0.853, -2.908, 5.225)
C (-0.256, -3.200, 6.302)
O (2.112, -2.728, 2.234)
C (2.768, -3.061, 1.008)
C (2.925, -1.822, 0.225)
H (0.040, -7.501, 2.469)
H (0.426, -6.727, 3.951)
H (-1.309, -7.107, 3.666)
H (-1.027, -5.278, 1.696)
H (-1.341, -4.808, 3.315)
H (1.513, -3.760, 5.066)
H (1.517, -2.085, 5.491)
H (0.296, -3.383, 7.224)
H (-0.934, -2.373, 6.515)
H (-0.910, -4.061, 6.159)
H (3.757, -3.505, 1.115)
H (2.123, -3.747, 0.459)
H (3.668, -1.181, 0.701)
H (3.493, -2.000, -0.688)
H (2.000, -1.332, -0.077)
C (0.272, 4.727, 4.027)
C (1.206, 3.545, 3.799)
O (0.511, 2.638, 3.006)
P (0.995, 1.113, 2.900)
O (0.276, 0.330, 1.838)
O (2.651, 1.234, 2.673)
C (3.621, 0.946, 3.611)
C (4.971, 1.004, 2.838)
O (0.842, 0.578, 4.462)
C (-0.356, 0.880, 5.140)
C (-0.064, 1.246, 6.623)
H (0.030, 5.322, 3.146)
H (-0.658, 4.442, 4.519)
H (0.771, 5.319, 4.795)
H (2.206, 3.705, 3.393)
H (1.355, 3.223, 4.830)
H (3.585, 1.597, 4.485)
H (3.434, -0.070, 3.959)
H (5.780, 0.579, 3.432)
H (4.963, 0.440, 1.905)
H (5.222, 2.048, 2.651)
H (-0.871, 1.667, 4.588)
H (-0.986, 0.000, 5.010)
H (0.317, 2.255, 6.787)
H (-0.930, 1.204, 7.283)
H (0.606, 0.525, 7.091)
C (1.043, -3.217, -5.688)
C (0.843, -1.677, -5.539)
O (0.223, -1.310, -4.323)
P (-1.360, -0.903, -4.204)
O (-1.838, -0.599, -2.875)
O (-1.609, 0.260, -5.297)
C (-2.913, 0.745, -5.613)
C (-3.161, 0.171, -7.001)
O (-2.080, -2.217, -4.863)
C (-3.122, -2.869, -4.168)
C (-3.362, -4.120, -5.020)
H (0.080, -3.692, -5.497)
H (1.421, -3.482, -6.675)
H (1.750, -3.582, -4.943)
H (1.863, -1.296, -5.602)
H (0.231, -1.295, -6.356)
H (-3.759, 0.402, -5.018)
H (-3.016, 1.830, -5.632)
H (-4.206, 0.437, -7.158)
H (-2.445, 0.525, -7.743)
H (-3.260, -0.912, -7.079)
H (-2.802, -3.024, -3.138)
H (-4.044, -2.289, -4.125)
H (-3.659, -3.776, -6.011)
H (-2.525, -4.785, -5.232)
H (-4.117, -4.819, -4.659)
C (-2.321, 4.413, -3.413)
C (-1.574, 3.100, -2.993)
O (-0.333, 3.563, -2.508)
P (0.671, 2.522, -1.705)
O (0.071, 1.237, -1.242)
O (1.885, 2.356, -2.816)
C (3.097, 1.620, -2.479)
C (2.834, 0.175, -2.877)
O (1.281, 3.484, -0.535)
C (1.863, 4.680, -0.872)
C (2.502, 5.144, 0.332)
H (-3.372, 4.214, -3.622)
H (-2.300, 5.179, -2.638)
H (-1.798, 4.806, -4.285)
H (-2.191, 2.685, -2.195)
H (-1.534, 2.477, -3.887)
H (3.849, 1.939, -3.200)
H (3.308, 1.912, -1.450)
H (3.712, -0.469, -2.822)
H (2.100, -0.210, -2.169)
H (2.444, 0.212, -3.894)
H (2.585, 4.609, -1.685)
H (1.120, 5.419, -1.173)
H (3.002, 4.293, 0.794)
H (3.165, 6.004, 0.239)
H (1.746, 5.560, 0.998)

- total charge = +1
- multiplicity = 1
- HOMO (eV) = -10.44
- Kohn-Sham gap (hartree) = 0.1158



Entry from the Open Molecules 2025 dataset: a structure of composition C32H31ClN4O8Tm in a non-equilibrium geometry (wB97M-V/def2-TZVPD).

Element x y z (Å)
Tm (-1.129, 0.821, 0.287)
O (-3.227, 0.280, 0.248)
C (-3.709, -0.671, -0.515)
C (-4.837, -0.434, -1.329)
C (-5.370, -1.416, -2.138)
C (-4.821, -2.705, -2.164)
C (-3.727, -2.962, -1.363)
C (-3.154, -1.978, -0.551)
C (-1.993, -2.330, 0.269)
N (-1.260, -1.441, 0.792)
N (-0.183, -1.848, 1.565)
C (0.217, -0.854, 2.318)
O (-0.367, 0.295, 2.423)
C (1.499, -1.082, 3.054)
C (1.919, -0.129, 3.973)
C (3.163, -0.243, 4.584)
C (3.995, -1.313, 4.277)
C (3.574, -2.277, 3.361)
C (2.330, -2.163, 2.752)
H (-5.260, 0.565, -1.300)
H (-6.228, -1.185, -2.760)
H (-5.243, -3.479, -2.792)
H (-3.287, -3.958, -1.353)
H (-1.757, -3.378, 0.429)
H (1.280, 0.723, 4.166)
H (3.497, 0.523, 5.275)
H (4.976, -1.389, 4.736)
H (4.226, -3.109, 3.108)
H (1.992, -2.888, 2.017)
O (4.298, 2.482, 2.655)
C (4.653, 1.709, 1.652)
O (5.819, 1.551, 1.373)
C (3.554, 0.981, 0.912)
C (3.762, -0.116, 0.116)
Cl (5.272, -0.845, -0.190)
N (2.560, -0.546, -0.380)
N (1.565, 0.249, 0.079)
C (2.139, 1.161, 0.844)
C (1.266, 2.243, 1.469)
O (1.680, 2.817, 2.485)
O (0.170, 2.512, 0.873)
C (2.191, -1.731, -1.160)
C (3.083, -2.751, -1.488)
C (2.638, -3.866, -2.194)
C (1.315, -3.985, -2.584)
C (0.437, -2.960, -2.266)
C (0.870, -1.846, -1.567)
H (3.299, 2.544, 2.713)
H (4.112, -2.711, -1.199)
H (3.351, -4.648, -2.433)
H (0.975, -4.861, -3.132)
H (-0.604, -3.008, -2.573)
H (0.197, -1.039, -1.405)
C (-2.661, 2.522, 2.711)
C (-2.370, 3.394, 1.523)
C (-1.993, 4.817, 1.781)
O (-2.381, 2.940, 0.387)
H (-3.155, 3.087, 3.500)
H (-1.707, 2.147, 3.104)
H (-3.262, 1.666, 2.408)
H (-2.646, 5.277, 2.529)
H (-1.998, 5.385, 0.851)
H (-0.969, 4.794, 2.180)
C (0.333, 0.902, -3.823)
C (-0.858, 1.320, -2.972)
C (-2.142, 0.790, -3.598)
C (-0.915, 2.842, -2.906)
O (-0.719, 0.805, -1.676)
H (0.286, 1.350, -4.824)
H (0.361, -0.191, -3.928)
H (1.260, 1.224, -3.333)
H (-2.230, 1.091, -4.651)
H (-3.011, 1.169, -3.046)
H (-2.159, -0.307, -3.537)
H (-1.113, 3.271, -3.896)
H (0.037, 3.240, -2.530)
H (-1.708, 3.156, -2.218)

- total charge = -1
- multiplicity = 3
- HOMO (alpha / beta) (eV) = -5.05 / -5.05
- Kohn-Sham gap (alpha / beta) (hartree) = 0.2802 / 0.2803



Entry from the Open Molecules 2025 dataset: a cluster of 12 separate species, C20H64N10O12 in total in a non-equilibrium geometry (wB97M-V/def2-TZVPD).

Element x y z (Å)
N (-2.322, 2.954, -1.921)
C (-2.904, 2.469, -0.888)
N (-2.460, 2.813, 0.321)
O (-3.829, 1.481, -1.055)
H (-2.467, 2.572, -2.835)
H (-1.557, 3.585, -1.798)
H (-2.807, 2.264, 1.119)
H (-1.659, 3.440, 0.473)
N (2.601, 0.900, -0.146)
C (3.003, 0.411, -1.282)
N (4.054, 1.008, -1.819)
O (2.399, -0.692, -1.793)
H (1.762, 0.466, 0.285)
H (3.021, 1.625, 0.389)
H (4.424, 0.649, -2.708)
H (4.331, 1.895, -1.556)
N (-1.405, -2.328, -0.176)
C (-2.435, -1.524, -0.252)
N (-2.433, -0.980, -1.404)
O (-3.313, -1.230, 0.768)
H (-1.302, -2.829, 0.740)
H (-0.862, -2.715, -0.975)
H (-3.073, -0.182, -1.541)
H (-1.668, -1.093, -2.050)
N (-4.030, -1.299, 5.349)
C (-3.559, -1.272, 4.149)
N (-4.176, -0.484, 3.372)
O (-2.432, -2.016, 3.739)
H (-3.692, -1.989, 6.022)
H (-4.895, -0.871, 5.568)
H (-3.909, -0.569, 2.340)
H (-4.954, 0.205, 3.558)
N (0.429, -2.476, 3.142)
C (0.235, -3.455, 2.285)
N (-1.042, -3.574, 1.996)
O (1.273, -4.325, 1.880)
H (1.409, -2.240, 3.312)
H (-0.377, -2.018, 3.590)
H (-1.275, -4.371, 1.389)
H (-1.787, -3.276, 2.597)
C (1.517, -1.966, -4.467)
C (0.161, -2.219, -3.817)
C (-0.373, -3.662, -4.128)
O (0.083, -2.011, -2.583)
H (1.862, -0.919, -4.280)
H (1.422, -2.072, -5.523)
H (2.337, -2.535, -4.051)
H (-0.528, -1.454, -4.242)
H (0.363, -4.376, -3.863)
H (-0.562, -3.869, -5.236)
H (-1.217, -3.965, -3.493)
H (0.819, -1.502, -2.333)
C (-1.273, 2.019, 3.735)
C (-0.183, 1.205, 4.413)
C (1.198, 1.768, 4.027)
O (-0.270, 1.015, 5.682)
H (-1.396, 2.964, 4.219)
H (-2.163, 1.453, 3.842)
H (-1.122, 2.287, 2.722)
H (-0.212, 0.216, 3.822)
H (1.205, 2.827, 3.987)
H (1.437, 1.379, 3.063)
H (2.047, 1.594, 4.645)
H (-1.156, 0.848, 5.883)
C (0.308, 1.326, -2.793)
C (-0.376, 1.208, -4.228)
C (-1.850, 0.970, -4.230)
O (-0.189, 2.305, -4.796)
H (0.297, 0.407, -2.239)
H (-0.059, 2.147, -2.189)
H (1.308, 1.491, -3.011)
H (0.081, 0.429, -4.768)
H (-2.006, 0.345, -5.075)
H (-2.428, 1.929, -4.349)
H (-2.189, 0.426, -3.348)
H (0.759, 2.348, -4.847)
C (1.806, 3.979, -0.953)
C (0.720, 3.652, 0.055)
C (1.371, 3.745, 1.387)
O (-0.198, 4.471, 0.109)
H (2.563, 3.173, -1.117)
H (2.348, 4.812, -0.707)
H (1.459, 4.265, -1.968)
H (0.260, 2.705, -0.156)
H (2.092, 2.961, 1.478)
H (0.612, 3.666, 2.209)
H (1.893, 4.662, 1.580)
H (0.152, 5.343, 0.303)
C (2.213, -3.680, -1.392)
O (2.904, -4.456, -0.452)
H (1.583, -3.053, -0.779)
H (1.621, -4.269, -2.091)
H (2.925, -3.213, -2.063)
H (3.796, -4.639, -0.747)
C (-0.407, 0.416, 1.019)
O (0.433, -0.622, 0.635)
H (-1.080, -0.018, 1.679)
H (-0.887, 0.868, 0.167)
H (0.026, 1.213, 1.535)
H (-0.084, -1.369, 0.263)
C (3.274, -1.803, 1.527)
O (2.582, -0.925, 2.333)
H (4.226, -1.428, 1.206)
H (2.732, -1.928, 0.592)
H (3.372, -2.803, 2.118)
H (1.725, -1.011, 1.896)

- energy relative to the best compared isomer or geometry (same formula, charge and spin) (eV) = 0.9081
- total charge = 0
- multiplicity = 1
- HOMO (eV) = -8.35
- Kohn-Sham gap (hartree) = 0.3075
- SMILES = NC(N)=O.NC(N)=O.NC(N)=O.NC(N)=O.NC(N)=O.CC(C)O.CC(C)O.CC(C)O.CC(C)O.CO.CO.CO



no.,DFT total energy (Ha)
1,-418.005865
2,-626.613908
3,-592.287951
4,-323.487216
5,-3961.666005
6,-3604.687976
7,-2250.659064